<i>
Formula: C26H78O26
Source: the OMol25 dataset
Level of theory: ωB97M-V with the def2-TZVPD basis set

```
130
Properties=species:S:1:pos:R:3:lowdin_charge:R:1
C -5.38 0.11 -0.09 -0.200
C -4.43 -0.92 -0.62 -0.251
O -3.07 -0.64 -0.35 -0.065
O -5.43 0.11 1.36 -0.084
H -6.39 0.13 -0.55 0.126
H -5.12 1.15 -0.37 0.119
H -4.54 -0.89 -1.71 0.124
H -4.80 -1.90 -0.28 0.126
H -3.01 -0.46 0.61 0.050
H -6.19 0.60 1.67 0.100
C 0.67 -0.68 0.83 -0.224
C 0.53 -0.50 -0.67 -0.245
O 1.15 -1.57 -1.32 -0.037
O 0.02 0.33 1.58 -0.084
H 1.73 -0.78 1.11 0.111
H 0.28 -1.66 1.15 0.134
H 0.92 0.51 -0.88 0.112
H -0.53 -0.28 -0.90 0.113
H 0.64 -1.77 -2.12 0.080
H 0.70 0.61 2.22 0.055
C 4.65 -2.20 -0.22 -0.172
C 4.34 -0.93 -0.99 -0.215
O 4.05 -1.30 -2.35 -0.085
O 3.42 -2.72 0.37 -0.107
H 5.35 -2.00 0.58 0.124
H 5.02 -3.00 -0.86 0.085
H 5.21 -0.25 -0.97 0.118
H 3.56 -0.30 -0.53 0.108
H 3.74 -0.51 -2.80 0.081
H 2.82 -2.79 -0.39 0.040
C 2.26 -1.73 -6.70 -0.245
C 2.68 -0.82 -5.57 -0.227
O 2.54 -1.36 -4.25 -0.095
O 0.83 -1.86 -6.88 -0.069
H 2.73 -2.72 -6.61 0.123
H 2.58 -1.36 -7.68 0.118
H 2.11 0.11 -5.75 0.115
H 3.73 -0.58 -5.82 0.122
H 2.16 -2.27 -4.26 0.075
H 0.71 -2.80 -7.01 0.071
C 3.86 -2.33 3.92 -0.221
C 2.64 -1.94 4.75 -0.244
O 1.77 -1.09 4.05 -0.080
O 3.50 -3.45 3.09 -0.093
H 4.69 -2.66 4.55 0.112
H 4.26 -1.55 3.26 0.114
H 2.92 -1.49 5.71 0.113
H 2.11 -2.87 4.96 0.119
H 2.18 -0.39 3.53 0.035
H 3.50 -3.19 2.14 0.036
C 4.23 -4.51 -2.96 -0.221
C 2.86 -4.23 -2.35 -0.225
O 1.90 -4.02 -3.37 -0.069
O 5.26 -4.57 -1.98 -0.070
H 4.46 -3.81 -3.76 0.123
H 4.20 -5.51 -3.40 0.121
H 2.97 -3.41 -1.63 0.068
H 2.60 -5.13 -1.77 0.140
H 1.12 -3.63 -2.89 0.061
H 5.94 -3.95 -2.25 0.089
C -3.49 1.92 3.97 -0.202
C -4.16 3.19 4.43 -0.227
O -3.19 4.13 4.86 -0.053
O -2.65 2.18 2.82 -0.113
H -4.23 1.20 3.63 0.097
H -2.91 1.51 4.80 0.135
H -4.81 2.88 5.24 0.129
H -4.69 3.67 3.61 0.126
H -2.71 4.41 4.07 0.062
H -2.42 1.26 2.52 0.077
C 0.04 4.23 4.17 -0.195
C 1.31 5.02 4.34 -0.229
O 2.32 4.20 4.90 -0.051
O 0.11 3.28 3.08 -0.102
H -0.63 5.00 3.76 0.123
H -0.41 3.82 5.07 0.133
H 1.16 5.95 4.89 0.126
H 1.61 5.28 3.31 0.121
H 3.18 4.57 4.70 0.090
H -0.72 2.75 3.12 0.078
C 2.57 2.60 0.80 -0.202
C 3.19 2.22 2.13 -0.194
O 2.29 1.48 2.97 -0.102
O 1.91 3.88 0.91 -0.086
H 1.89 1.81 0.50 0.091
H 3.36 2.86 0.10 0.125
H 3.50 3.11 2.69 0.114
H 4.09 1.63 1.92 0.121
H 1.56 2.08 3.23 0.065
H 1.29 3.82 1.66 0.033
C -2.28 3.12 -0.07 -0.233
C -1.71 4.29 -0.82 -0.195
O -2.16 4.38 -2.20 -0.089
O -3.52 3.45 0.51 -0.066
H -1.50 2.84 0.66 0.110
H -2.44 2.29 -0.77 0.113
H -0.62 4.38 -0.90 0.116
H -1.86 5.26 -0.33 0.128
H -2.93 4.95 -2.23 0.109
H -3.58 3.07 1.40 0.047
C -1.61 -4.32 -3.38 -0.219
C -2.89 -3.52 -3.56 -0.219
O -3.74 -4.21 -4.51 -0.066
O -0.82 -3.71 -2.36 -0.077
H -1.13 -4.33 -4.34 0.119
H -1.79 -5.37 -3.13 0.127
H -2.64 -2.53 -3.94 0.125
H -3.41 -3.44 -2.60 0.115
H -4.46 -4.56 -3.98 0.078
H -1.27 -3.80 -1.52 0.105
C -2.52 -1.46 3.48 -0.227
C -3.97 -1.62 3.91 -0.260
O -4.81 -2.12 2.91 -0.049
O -2.42 -0.71 2.30 -0.098
H -2.12 -2.48 3.36 0.130
H -1.96 -1.07 4.34 0.128
H -4.28 -0.60 4.19 0.089
H -4.03 -2.17 4.84 0.124
H -5.03 -1.35 2.36 0.035
H -1.46 -0.62 2.11 0.073
C -0.11 2.63 -4.12 -0.262
C -1.16 1.52 -3.98 -0.229
O -2.41 2.03 -3.56 -0.086
O -0.58 3.70 -4.90 -0.049
H 0.79 2.16 -4.54 0.108
H 0.23 3.01 -3.16 0.110
H -0.82 0.86 -3.17 0.100
H -1.20 0.94 -4.90 0.117
H -2.24 2.66 -2.83 0.031
H -1.15 4.21 -4.32 0.066
```

Results
Orbital gap: 9.618 eV
Net charge: 0
E_LUMO: 0.259 eV



<ii>
Formula: C26H78O26
Source: the OMol25 dataset
Level of theory: ωB97M-V with the def2-TZVPD basis set

```
130
Properties=species:S:1:pos:R:3:lowdin_charge:R:1
C -5.25 1.67 5.81 -0.193
C -5.91 2.85 6.61 -0.240
O -5.01 3.89 6.92 -0.077
O -6.38 0.94 5.29 -0.101
H -4.73 0.99 6.48 0.108
H -4.57 2.08 5.06 0.093
H -6.46 2.56 7.51 0.113
H -6.66 3.24 5.92 0.111
H -5.52 4.61 7.30 0.081
H -6.78 0.35 5.93 0.003
C 1.38 -4.80 3.74 -0.190
C 2.35 -4.59 4.95 -0.174
O 2.15 -5.42 6.15 -0.086
O 0.06 -4.44 4.14 -0.114
H 1.30 -5.83 3.38 0.125
H 1.60 -4.05 2.98 0.113
H 2.24 -3.55 5.26 0.100
H 3.41 -4.71 4.76 0.115
H 1.24 -5.69 6.29 0.065
H -0.29 -3.97 3.39 0.036
C -4.00 -6.71 5.02 -0.189
C -2.89 -5.71 5.40 -0.228
O -1.61 -6.28 5.22 -0.083
O -4.26 -7.57 6.17 -0.087
H -3.72 -7.25 4.12 0.116
H -5.00 -6.31 4.89 0.091
H -2.94 -5.51 6.47 0.114
H -2.92 -4.72 4.94 0.109
H -1.02 -5.68 4.75 0.015
H -3.41 -7.58 6.62 0.063
C -0.53 -2.16 7.30 -0.265
C 0.49 -2.77 8.23 -0.257
O 0.77 -2.03 9.39 -0.038
O -1.87 -2.33 7.70 -0.066
H -0.50 -2.66 6.33 0.100
H -0.31 -1.15 6.96 0.128
H 1.34 -2.87 7.56 0.108
H 0.22 -3.81 8.44 0.126
H 0.14 -2.29 10.07 0.084
H -2.00 -1.72 8.43 0.075
C -6.47 3.32 -0.81 -0.196
C -5.92 2.52 0.40 -0.188
O -4.88 3.32 1.06 -0.090
O -6.00 2.96 -2.16 -0.089
H -6.26 4.38 -0.71 0.113
H -7.56 3.30 -0.92 0.107
H -5.55 1.62 -0.07 0.096
H -6.75 2.27 1.06 0.119
H -5.26 3.92 1.70 0.083
H -6.05 2.02 -2.33 0.054
C -3.99 -2.13 -3.20 -0.151
C -3.01 -1.41 -2.17 -0.180
O -3.81 -0.65 -1.29 -0.103
O -4.38 -3.36 -2.49 -0.091
H -3.43 -2.42 -4.09 0.106
H -4.88 -1.62 -3.58 0.108
H -2.35 -0.58 -2.43 0.098
H -2.37 -2.11 -1.64 0.107
H -4.22 -1.10 -0.54 0.048
H -4.67 -3.00 -1.65 0.015
C -6.37 -0.84 8.34 -0.165
C -5.61 -2.20 8.17 -0.233
O -6.39 -3.28 8.58 -0.051
O -7.26 -0.39 7.28 -0.082
H -5.67 -0.03 8.53 0.108
H -6.88 -0.73 9.30 0.120
H -4.66 -2.11 8.69 0.111
H -5.43 -2.29 7.10 0.111
H -5.84 -4.06 8.49 0.091
H -8.03 -0.96 7.32 0.105
C -1.71 4.77 3.85 -0.190
C -2.14 3.42 3.25 -0.242
O -1.07 2.52 3.03 -0.073
O -1.50 4.76 5.28 -0.082
H -2.46 5.56 3.78 0.112
H -0.79 5.07 3.35 0.118
H -2.38 3.45 2.18 0.096
H -3.08 3.02 3.61 0.090
H -1.01 2.38 2.08 0.020
H -2.29 4.85 5.81 0.067
C -3.15 -0.27 3.06 -0.262
C -2.90 -1.63 3.84 -0.215
O -3.95 -1.98 4.65 -0.073
O -4.12 -0.21 2.15 -0.019
H -2.25 -0.14 2.46 0.101
H -3.10 0.58 3.74 0.110
H -2.13 -1.58 4.61 0.116
H -2.60 -2.53 3.31 0.091
H -4.79 -1.76 4.24 0.071
H -4.16 0.73 1.93 0.084
C -0.40 -3.70 0.57 -0.173
C -1.23 -4.98 0.69 -0.187
O -2.60 -4.60 1.05 -0.068
O -0.37 -3.01 1.86 -0.106
H -0.79 -3.05 -0.21 0.110
H 0.63 -4.03 0.44 0.115
H -0.80 -5.74 1.35 0.114
H -1.18 -5.44 -0.29 0.120
H -2.69 -4.49 2.00 0.048
H -0.32 -2.06 1.73 0.098
C -6.63 -4.79 2.71 -0.199
C -7.37 -4.43 3.99 -0.221
O -7.64 -3.02 3.91 -0.056
O -5.31 -4.17 2.55 -0.088
H -7.14 -4.60 1.77 0.110
H -6.27 -5.82 2.71 0.117
H -6.70 -4.59 4.83 0.111
H -8.20 -5.12 4.15 0.122
H -7.76 -2.76 4.82 0.078
H -5.49 -3.26 2.78 0.047
C -1.51 1.72 -0.49 -0.201
C -1.13 1.89 -1.93 -0.256
O 0.02 1.12 -2.07 -0.052
O -0.40 2.23 0.31 -0.081
H -1.71 0.71 -0.14 0.116
H -2.43 2.26 -0.27 0.116
H -0.86 2.94 -2.05 0.116
H -1.85 1.78 -2.74 0.130
H 0.44 1.30 -1.22 0.067
H -0.35 3.16 0.08 0.104
C -7.74 -1.28 -0.90 -0.242
C -6.82 -1.54 0.26 -0.165
O -5.74 -2.50 -0.12 -0.094
O -6.99 -0.50 -1.80 -0.055
H -8.70 -0.80 -0.72 0.127
H -8.06 -2.27 -1.21 0.119
H -7.49 -1.89 1.05 0.116
H -6.40 -0.59 0.58 0.105
H -5.94 -3.44 -0.03 0.091
H -6.12 -0.91 -1.86 0.039
```

Results
Orbital gap: 9.986 eV
Net charge: 0
E_LUMO: 0.148 eV



<iii>
Formula: C26H78O26
Source: the OMol25 dataset
Level of theory: ωB97M-V with the def2-TZVPD basis set

```
130
Properties=species:S:1:pos:R:3:lowdin_charge:R:1
C -0.41 1.23 0.26 -0.154
C 1.15 1.02 0.33 -0.208
O 1.57 -0.02 -0.53 -0.070
O -1.01 0.27 1.20 -0.086
H -0.94 1.06 -0.68 0.095
H -0.50 2.23 0.68 0.094
H 1.54 0.83 1.33 0.088
H 1.73 1.88 0.00 0.114
H 1.71 0.41 -1.38 0.051
H -0.61 -0.55 0.93 0.050
C -2.35 5.81 -1.87 -0.194
C -2.16 4.50 -1.01 -0.255
O -0.86 4.12 -0.72 -0.076
O -1.34 6.06 -2.85 -0.089
H -2.07 6.60 -1.17 0.109
H -3.34 5.80 -2.31 0.121
H -2.68 3.74 -1.58 0.087
H -2.66 4.53 -0.04 0.118
H -0.47 3.84 -1.55 0.032
H -0.49 6.19 -2.42 0.081
C 1.35 -4.40 1.36 -0.200
C 2.06 -5.31 0.40 -0.264
O 1.22 -5.69 -0.64 -0.067
O 1.13 -3.03 0.91 -0.069
H 1.89 -4.47 2.30 0.122
H 0.37 -4.77 1.67 0.114
H 2.22 -6.25 0.92 0.118
H 3.06 -5.01 0.08 0.118
H 0.61 -6.30 -0.21 0.092
H 0.68 -3.06 0.06 0.061
C -0.18 3.29 -3.90 -0.176
C -0.12 2.49 -5.24 -0.202
O -0.88 1.29 -5.06 -0.062
O 0.14 2.52 -2.71 -0.101
H -1.23 3.56 -3.72 0.111
H 0.46 4.16 -3.80 0.125
H 0.94 2.35 -5.45 0.099
H -0.59 3.06 -6.04 0.124
H -1.19 1.09 -5.94 0.086
H -0.48 1.79 -2.67 0.067
C -5.22 -3.37 2.64 -0.180
C -4.79 -3.10 1.15 -0.209
O -4.16 -1.82 1.10 -0.072
O -4.12 -3.85 3.45 -0.080
H -5.95 -4.18 2.66 0.104
H -5.80 -2.53 3.03 0.123
H -5.65 -3.19 0.48 0.111
H -4.29 -3.86 0.54 0.101
H -3.22 -1.86 1.27 0.063
H -4.11 -3.35 4.27 0.041
C 2.16 -0.87 3.60 -0.250
C 2.60 -0.58 5.00 -0.219
O 3.83 0.16 5.08 -0.063
O 3.08 -1.17 2.58 -0.079
H 1.53 -0.07 3.21 0.098
H 1.57 -1.76 3.41 0.115
H 2.73 -1.53 5.51 0.113
H 1.82 -0.05 5.55 0.122
H 4.49 -0.29 4.54 0.076
H 2.66 -1.13 1.72 0.062
C -4.58 1.24 -0.76 -0.197
C -5.95 2.03 -0.98 -0.236
O -6.87 1.47 -1.83 -0.070
O -3.62 1.61 -1.72 -0.100
H -4.58 0.16 -0.58 0.100
H -4.06 1.50 0.16 0.110
H -5.78 3.02 -1.41 0.108
H -6.51 2.26 -0.07 0.109
H -7.58 2.11 -1.87 0.085
H -3.06 0.83 -1.72 0.030
C 4.42 -3.70 -2.37 -0.207
C 3.23 -4.24 -3.11 -0.346
O 3.59 -4.68 -4.32 -0.008
O 3.84 -2.98 -1.26 -0.088
H 5.05 -3.07 -2.99 0.113
H 5.11 -4.49 -2.06 0.122
H 2.53 -3.40 -3.07 0.112
H 2.72 -4.97 -2.49 0.110
H 2.75 -4.84 -4.74 0.105
H 3.42 -2.13 -1.44 0.048
C -0.60 5.38 2.66 -0.227
C 0.36 4.36 3.19 -0.231
O 1.54 5.01 3.72 -0.073
O -0.98 6.35 3.68 -0.074
H -1.56 4.92 2.40 0.117
H -0.14 5.84 1.79 0.116
H 0.70 3.77 2.34 0.104
H -0.02 3.72 3.98 0.124
H 1.74 4.68 4.60 0.083
H -0.16 6.74 4.00 0.068
C -1.41 -3.26 -2.38 -0.195
C -1.46 -1.79 -1.99 -0.269
O -2.55 -1.02 -2.29 -0.057
O -2.20 -4.07 -1.49 -0.054
H -0.35 -3.50 -2.41 0.114
H -1.69 -3.46 -3.42 0.118
H -0.74 -1.03 -2.28 0.115
H -1.39 -1.81 -0.91 0.110
H -2.87 -1.28 -3.15 0.113
H -3.07 -3.68 -1.34 0.066
C 4.57 1.40 1.44 -0.266
C 5.57 2.57 1.69 -0.215
O 5.32 3.35 2.85 -0.065
O 4.69 1.09 0.10 -0.065
H 3.56 1.63 1.74 0.103
H 4.84 0.42 1.84 0.113
H 5.66 3.22 0.82 0.118
H 6.54 2.10 1.83 0.116
H 5.55 2.85 3.64 0.081
H 4.43 1.90 -0.35 0.079
C 2.51 0.02 -3.94 -0.199
C 2.94 -0.25 -5.36 -0.255
O 2.52 -1.53 -5.74 -0.060
O 3.34 -0.69 -2.96 -0.069
H 1.47 -0.26 -3.79 0.115
H 2.57 1.10 -3.84 0.110
H 3.95 0.00 -5.71 0.124
H 2.43 0.28 -6.16 0.114
H 3.07 -2.23 -5.36 0.070
H 4.12 -0.14 -2.81 0.097
C -2.00 -1.77 4.02 -0.263
C -2.35 -1.60 5.53 -0.163
O -3.73 -2.03 5.81 -0.093
O -1.36 -2.98 3.77 -0.054
H -1.31 -0.94 3.84 0.103
H -2.76 -1.53 3.29 0.106
H -2.31 -0.55 5.84 0.109
H -1.58 -2.10 6.12 0.116
H -3.92 -1.78 6.72 0.078
H -1.94 -3.61 3.34 0.069
```

Results
Orbital gap: 9.538 eV
Net charge: 0
E_LUMO: 0.194 eV



Of them, the most stable is <i> and the least stable is <iii>.



<i>
Formula: C2H2N2O4
Source: the OMol25 dataset
Level of theory: ωB97M-V with the def2-TZVPD basis set

```
10
Properties=species:S:1:pos:R:3:nbo_charge:R:1
C -0.87 -0.40 -0.01 0.708
C 1.32 0.13 0.03 0.821
H -1.48 2.54 0.18 0.506
H -0.42 -2.21 0.37 0.384
N 0.00 0.62 0.53 -0.229
N -0.07 -1.56 -0.44 -0.316
O -0.15 1.98 -0.43 -0.506
O -2.11 -0.29 -0.08 -0.523
O 1.25 -1.21 -0.03 -0.346
O 2.53 0.41 -0.12 -0.499
```

Results
Orbital gap: 9.214 eV
Net charge: 0
E_LUMO: -1.913 eV



<ii>
Formula: C2H2N2O4
Source: the OMol25 dataset
Level of theory: ωB97M-V with the def2-TZVPD basis set

```
10
Properties=species:S:1:pos:R:3:nbo_charge:R:1
C 1.34 -0.66 -1.01 0.978
C -0.62 -0.55 0.25 0.646
H 0.30 2.05 1.35 0.477
H -2.80 -0.76 0.04 0.406
N 0.50 0.44 0.86 0.081
N -1.91 -0.27 0.54 -0.687
O -0.26 1.56 0.77 -0.500
O 1.47 0.56 -0.30 -0.399
O 1.90 -1.01 -1.98 -0.488
O 0.10 -1.37 -0.52 -0.513
```

Results
Structure (SMILES): [H]/N=c1\oc(=O)on1O
Orbital gap: 11.270 eV
Net charge: 0
E_LUMO: 0.562 eV



Of them, the most stable is <ii> and the least stable is <i>.